The following is a quantum chemistry calculation of a 7-piece molecular cluster, C57H124F6N5O6 overall in a non-equilibrium geometry, from OMol25.

Structure (XYZ):
```
198
Properties=species:S:1:pos:R:3:forces:R:3
C 11.77904 -3.41028 4.99356 1.1 0.8 1.2
C 10.57716 -3.22479 5.88863 0.0 0.6 -0.2
C 9.29429 -3.67280 5.30020 -1.9 -2.2 0.5
C 9.12434 -5.30223 5.35447 -0.7 2.4 -1.3
N 7.82254 -5.77998 4.69087 -0.3 -1.0 -0.1
C 7.86568 -5.44065 3.11855 -0.7 0.0 1.6
C 7.31387 -6.66185 2.36719 0.9 -0.4 -0.5
C 7.03473 -7.74226 3.43655 -1.4 1.4 0.2
C 7.77942 -7.27412 4.66252 1.4 -1.4 0.4
C 6.48624 -5.27931 5.38702 1.4 0.2 -1.7
C 6.26399 -5.45156 6.87676 0.5 0.4 0.0
C 4.85135 -5.03550 7.11785 -2.0 1.0 0.1
H 12.52302 -2.70493 5.36381 0.4 -0.3 0.5
H 11.75502 -3.00728 3.98108 -0.8 -0.9 -0.3
H 12.17719 -4.40719 5.18265 0.2 0.0 -0.9
H 10.41676 -2.16368 6.07942 0.3 0.1 0.3
H 10.70094 -3.74106 6.84060 0.3 0.2 0.1
H 9.15391 -3.19626 4.32999 0.0 -0.6 -0.3
H 8.50142 -3.27010 5.93052 -0.3 0.0 0.0
H 9.12925 -5.65627 6.38536 0.1 0.0 -0.1
H 9.90694 -5.72997 4.72784 0.1 -0.2 0.4
H 7.26251 -4.53288 3.10310 0.2 -0.1 -0.7
H 8.89961 -5.24937 2.83134 -0.1 0.2 0.4
H 6.50998 -6.39299 1.68194 -0.4 -0.1 0.6
H 8.06325 -7.04397 1.67400 0.4 0.2 0.1
H 5.97742 -7.60575 3.66364 -0.2 -0.6 0.1
H 7.21141 -8.79552 3.21857 0.2 0.3 -0.3
H 7.43560 -7.78363 5.56268 -0.5 0.8 0.3
H 8.81109 -7.62567 4.64966 0.3 0.2 -0.4
H 5.67508 -5.72419 4.81065 0.1 -0.2 -0.1
H 6.52414 -4.23055 5.09245 -0.4 0.2 0.5
H 6.91566 -4.74395 7.38932 0.2 -0.3 0.3
H 6.32497 -6.44367 7.32408 0.7 -0.2 -0.5
H 4.11510 -5.57698 6.52385 0.2 -0.5 0.0
H 4.61914 -4.01007 6.83032 0.4 0.3 0.0
H 4.50864 -5.10121 8.15049 0.4 -0.2 0.1
C -5.97999 -4.63546 4.56507 -0.4 0.8 -1.4
C -4.59732 -5.22694 4.41806 -1.1 -1.1 0.8
C -4.79609 -6.53817 3.62684 1.8 -0.1 -1.5
C -3.48147 -7.01390 2.88386 -1.2 0.4 -0.1
N -3.72281 -8.15332 1.81595 1.3 -1.5 3.8
C -3.91834 -9.43398 2.68203 -1.6 -2.0 -1.7
C -3.55338 -10.65563 1.74299 0.7 0.8 -0.7
C -2.39098 -10.10724 0.82269 -0.3 1.9 1.3
C -2.33469 -8.59018 1.21478 -1.7 1.3 -0.8
C -4.90024 -7.91652 0.86380 2.3 0.8 -0.4
C -4.73508 -6.60044 0.07101 2.2 0.6 3.3
C -5.67145 -6.52429 -0.98727 -1.6 -0.4 -2.4
H -6.01827 -3.75476 5.20616 0.0 -0.2 0.1
H -6.76032 -5.35827 4.80325 0.1 0.1 0.3
H -6.14549 -4.30467 3.53975 -0.9 0.4 0.0
H -4.33151 -5.37511 5.46471 1.3 -0.2 -0.3
H -4.02568 -4.51805 3.81905 0.6 -0.1 0.5
H -5.33149 -6.22783 2.72955 -1.0 -0.1 0.4
H -5.30275 -7.34182 4.16120 0.0 0.2 0.1
H -2.69095 -7.34892 3.55538 0.0 -0.1 -0.2
H -3.17893 -6.11176 2.35214 0.4 -0.3 -0.2
H -4.96763 -9.56317 2.94736 0.0 0.5 0.1
H -3.35732 -9.52515 3.61212 0.4 0.9 -0.3
H -4.35486 -10.98969 1.08411 -0.4 0.5 0.1
H -3.30235 -11.58240 2.25889 0.3 0.4 0.4
H -2.56169 -10.20538 -0.24938 0.1 -0.3 0.2
H -1.38673 -10.39064 1.13778 -0.2 -0.9 -0.4
H -2.22774 -7.82833 0.44260 0.7 -0.5 -0.4
H -1.60559 -8.38871 1.99959 -0.2 -0.1 0.0
H -5.82615 -7.90729 1.43888 0.1 -0.4 -0.1
H -4.77946 -8.71085 0.12724 -0.7 -0.3 0.2
H -3.73883 -6.38559 -0.31557 0.4 -0.8 0.0
H -4.85073 -5.71924 0.70207 -0.3 -0.1 0.6
H -5.46218 -5.61390 -1.54896 -0.6 -0.1 -0.2
H -6.69342 -6.60043 -0.61594 -0.2 0.3 -0.3
H -5.46901 -7.38964 -1.61837 -0.4 0.1 -0.6
C -3.69078 11.95827 -3.22756 2.0 -2.1 -0.6
C -2.88157 11.18250 -4.39529 -0.7 1.9 1.4
C -1.52175 10.67279 -3.88906 0.6 -0.1 -1.7
C -0.73954 10.27169 -5.21125 -0.5 -2.7 2.0
N 0.78001 9.84157 -5.03139 -0.1 2.1 -0.5
C 1.61008 11.17676 -5.11707 0.7 -1.4 -0.2
C 2.94810 10.88897 -4.37409 -0.1 -0.1 -2.7
C 2.65347 9.69231 -3.56992 0.1 -1.2 4.0
C 1.17586 9.34820 -3.55746 0.3 0.3 -2.6
C 1.24229 8.84809 -6.23091 -1.1 -0.2 1.3
C 0.64537 7.43220 -6.14001 -0.5 0.6 0.4
C 0.83839 6.68124 -7.41022 1.1 -1.8 -1.3
H -3.78658 11.27905 -2.38046 -0.7 -0.3 -0.1
H -4.65471 12.35394 -3.54753 0.4 0.3 0.2
H -2.90155 12.59999 -2.83586 -0.7 1.1 -0.2
H -2.71098 11.97180 -5.12742 0.1 -0.1 -0.3
H -3.46626 10.40273 -4.88335 0.1 -0.1 0.2
H -1.71307 9.79235 -3.27560 0.4 0.0 0.1
H -0.89857 11.37544 -3.33585 -0.6 0.4 0.2
H -1.01499 10.90221 -6.05663 1.1 0.3 0.1
H -1.23689 9.31549 -5.37379 0.2 -0.1 -0.7
H 1.81892 11.36761 -6.16972 -0.5 0.3 0.1
H 1.03684 11.96148 -4.62339 -0.1 -0.1 -0.2
H 3.70965 10.52073 -5.06149 0.0 0.7 -0.5
H 3.35250 11.77988 -3.89363 -0.3 -0.3 0.3
H 3.22227 8.76305 -3.60214 0.4 0.3 -1.2
H 2.93903 10.01743 -2.56949 -0.4 -0.4 0.6
H 0.97148 8.27809 -3.59226 -0.2 0.2 0.7
H 0.69763 9.94312 -2.77935 -0.7 -0.3 -0.5
H 2.32125 8.69588 -6.25886 0.1 0.7 0.5
H 0.94678 9.30832 -7.17375 -0.2 0.4 0.3
H -0.43498 7.38345 -6.00376 -0.1 0.6 0.5
H 1.09724 6.87372 -5.32024 0.1 0.0 0.1
H 0.52725 5.64296 -7.29505 -0.6 0.1 0.2
H 1.87219 6.46281 -7.67787 0.4 0.7 0.0
H 0.35366 7.04497 -8.31623 -0.2 0.4 0.3
C -2.11982 4.18188 6.39166 -1.8 -2.8 0.9
C -1.49295 5.16082 7.32225 -0.5 1.8 -2.4
N -2.47092 6.38971 7.63209 1.1 -0.3 0.6
C -1.56761 7.25396 8.48490 -0.3 0.9 0.2
C -2.86592 7.13896 6.31733 -0.8 0.2 0.2
C -3.36902 8.57238 6.59122 0.5 -0.2 0.6
C -3.76490 5.96951 8.38629 -0.3 -0.6 -1.1
C -3.55839 5.21490 9.67579 1.0 -0.1 -0.1
O -3.30729 3.85049 9.39660 0.8 -0.3 0.3
C -3.09753 3.05452 10.61499 -0.6 1.3 -0.8
H -1.47760 3.38820 6.00993 0.7 0.5 0.0
H -2.76548 4.45068 5.55562 0.5 1.0 0.0
H -2.79039 3.55963 6.98432 -0.3 -0.1 0.2
H -0.75200 5.62248 6.66959 0.4 0.6 0.6
H -0.98663 4.80053 8.21776 -0.8 -0.1 0.0
H -2.18311 7.97098 9.02817 0.1 -0.3 0.3
H -0.87163 7.86813 7.91350 -0.2 -0.3 -0.6
H -0.91679 6.68217 9.14642 -0.6 -0.2 0.1
H -3.68007 6.61038 5.82148 0.1 -0.4 0.4
H -2.02619 7.06900 5.62591 0.2 0.3 0.4
H -2.62954 9.05953 7.22680 -0.2 0.4 -0.1
H -4.33619 8.60204 7.09302 0.1 -0.3 0.2
H -3.53866 9.21220 5.72523 0.4 -0.5 -0.4
H -4.27628 5.37947 7.62574 0.0 -0.4 0.3
H -4.47190 6.78247 8.55172 0.8 0.6 -0.1
H -4.33251 5.38855 10.42325 -0.7 -0.3 -0.4
H -2.71943 5.71648 10.15814 0.6 -0.3 0.3
H -4.12056 3.00375 10.98773 0.4 -0.4 0.9
H -2.38443 3.58321 11.24751 -0.3 0.1 0.4
H -2.65908 2.07166 10.44219 -0.4 0.1 -0.7
C 1.61292 -5.35287 -7.64072 -0.3 -1.0 0.8
C 2.06309 -6.05823 -8.87962 0.2 0.7 -1.8
N 3.25337 -5.42419 -9.61910 0.4 0.8 -0.5
C 3.37434 -6.07486 -10.96769 0.6 0.4 -0.6
C 2.88126 -3.90577 -9.78671 -0.8 -0.4 -0.2
C 1.45263 -3.63352 -10.41767 1.0 -0.4 0.1
C 4.59811 -5.58484 -8.84683 0.7 -0.4 -0.3
C 5.74478 -4.51940 -8.95113 -1.0 -0.1 -0.8
O 6.10532 -4.27451 -10.31866 -1.3 0.9 0.6
C 7.16197 -3.32564 -10.40072 1.6 -0.4 -0.1
H 0.84720 -6.05855 -7.31858 -0.2 0.2 0.5
H 1.11253 -4.39339 -7.77158 0.3 -0.1 -0.2
H 2.34280 -5.31159 -6.83222 0.0 0.1 -0.1
H 1.27371 -5.94149 -9.62215 -0.1 0.0 0.0
H 2.17266 -7.14260 -8.86475 0.6 0.1 0.7
H 2.65144 -5.64556 -11.66139 -0.2 -0.2 0.3
H 3.28398 -7.16066 -10.93629 -0.2 0.1 0.4
H 4.35564 -5.84245 -11.38139 0.0 0.1 0.2
H 3.60004 -3.39146 -10.42463 0.3 -0.5 0.1
H 3.02590 -3.55782 -8.76392 -0.4 0.4 -0.2
H 1.31779 -2.56900 -10.60929 0.2 0.1 0.6
H 0.60355 -4.03735 -9.86622 0.2 0.3 0.1
H 1.38822 -4.00756 -11.43945 0.2 -0.4 0.1
H 5.08543 -6.49405 -9.19891 -0.7 -0.3 -0.1
H 4.31260 -5.71804 -7.80336 0.2 0.1 0.0
H 6.67985 -4.84577 -8.49592 -0.4 -0.6 0.7
H 5.38044 -3.68065 -8.35795 0.3 0.8 -0.5
H 7.36126 -2.94452 -11.40228 -0.9 -0.2 -0.2
H 8.08914 -3.85883 -10.19053 0.2 -0.1 0.3
H 7.14617 -2.47799 -9.71564 -0.7 0.0 0.1
C -10.52374 5.73304 0.90818 -0.4 1.7 4.0
O -11.81348 5.11386 0.92851 -0.9 -0.1 -1.7
O -10.25143 6.03127 2.28504 0.9 -1.5 -4.0
C -9.59886 4.87668 -0.07140 -1.6 1.2 1.3
F -8.31833 4.97772 0.12756 2.5 0.9 0.6
F -9.83470 3.59282 -0.01392 -0.9 -2.1 -0.1
F -9.78972 5.26692 -1.35878 -0.3 0.1 -0.5
C -12.65000 5.32031 -0.23640 0.9 -1.1 -0.2
C -13.92857 4.58391 -0.00395 -1.0 -0.2 2.0
H -14.06863 3.65392 -0.55495 -0.1 0.4 -0.4
H -13.85301 4.25081 1.03115 0.0 -0.2 0.2
H -14.81312 5.21723 0.06367 -0.2 -0.1 -0.7
H -12.26937 4.79681 -1.11342 0.9 0.4 -0.2
H -12.79217 6.36360 -0.51826 0.2 0.3 0.4
H -10.65011 6.68245 0.38784 0.2 0.4 -0.6
C 1.33749 -0.76967 -1.40910 -1.4 -2.5 1.7
O 0.34559 -0.49752 -2.37435 -0.9 1.5 -2.3
O 1.07973 -1.99402 -0.90205 1.9 1.1 -0.6
C 2.77754 -0.43964 -2.07981 -1.2 -2.9 1.6
F 3.66325 -0.26383 -1.01296 -0.4 -0.3 -1.8
F 3.18771 -1.58616 -2.85145 0.0 2.7 1.2
F 2.81953 0.66147 -2.81469 0.5 -0.2 -0.3
C -0.76001 0.30839 -2.02692 -0.3 0.1 1.3
C -1.69149 0.55786 -3.20235 1.2 -0.7 -0.8
H -2.48161 1.30167 -3.09958 0.0 -0.3 0.5
H -1.10039 0.83537 -4.07510 0.2 0.3 -0.1
H -2.05050 -0.43614 -3.46920 -0.6 0.1 -0.1
H -0.50287 1.20346 -1.46049 0.8 0.7 -0.6
H -1.36764 -0.13678 -1.23908 -0.1 -1.0 0.1
H 1.18606 -0.06312 -0.59304 0.6 1.2 0.2
```
Forces are in eV/Å.

Properties
charge: +3
orbital gap: 2.8862 eV

Results of the Mulliken charge analysis, in e, for atoms 1 through 99:
1. C -1.267
2. C -0.668
3. C -0.419
4. C -0.985
5. N 0.294
6. C -0.438
7. C -0.824
8. C -0.608
9. C -0.780
10. C -1.237
11. C 0.036
12. C -1.545
13. H 0.407
14. H 0.337
15. H 0.335
16. H 0.379
17. H 0.323
18. H 0.443
19. H 0.308
20. H 0.450
21. H 0.566
22. H 0.398
23. H 0.345
24. H 0.367
25. H 0.361
26. H 0.264
27. H 0.452
28. H 0.391
29. H 0.508
30. H 0.594
31. H 0.536
32. H 0.258
33. H 0.278
34. H 0.373
35. H 0.371
36. H 0.395
37. C -1.293
38. C -0.258
39. C -0.485
40. C -0.957
41. N 0.101
42. C -0.744
43. C -0.697
44. C -0.637
45. C -0.682
46. C -0.943
47. C -0.096
48. C -1.466
49. H 0.377
50. H 0.313
51. H 0.323
52. H 0.333
53. H 0.314
54. H 0.176
55. H 0.367
56. H 0.491
57. H 0.469
58. H 0.369
59. H 0.492
60. H 0.338
61. H 0.459
62. H 0.333
63. H 0.342
64. H 0.557
65. H 0.400
66. H 0.406
67. H 0.599
68. H 0.354
69. H 0.294
70. H 0.395
71. H 0.339
72. H 0.321
73. C -1.231
74. C -0.682
75. C -0.517
76. C -0.951
77. N 0.375
78. C -0.666
79. C -0.561
80. C -0.817
81. C -0.607
82. C -0.636
83. C -0.056
84. C -1.643
85. H 0.339
86. H 0.367
87. H 0.332
88. H 0.353
89. H 0.412
90. H 0.340
91. H 0.470
92. H 0.431
93. H 0.316
94. H 0.356
95. H 0.435
96. H 0.255
97. H 0.439
98. H 0.344
99. H 0.423